8
Properties=species:S:1:pos:R:3:forces:R:3:nbo_charge:R:1 method="wB97M-V/def2-TZVPD" mol_weight_g_mol=174.0 charge=-1 homo_ev=-5.11 orbital_gap_ev=8.50 de_lowest_kcal_mol=11.0 energy_ha=-3237.28158
C 0.672847 -0.703592 -0.048982 0.786 4.419 1.237 -0.8095
O -1.451595 0.516994 -1.135789 1.111 0.790 1.997 -1.0223
O -1.042424 0.614610 1.333778 -1.494 0.020 1.987 -1.0216
O 0.327729 1.960249 -0.128307 -0.332 -0.363 -0.186 -1.0277
S -0.534404 0.784171 0.021653 1.387 -0.652 -3.987 2.3800
Br -0.467450 -2.112684 0.111652 -0.684 -2.640 0.496 0.0443
H 1.166317 -0.707656 -1.016205 0.226 -0.006 0.232 0.2191
H 1.328979 -0.352092 0.862203 -1.000 -1.569 -1.776 0.2377

6
Properties=species:S:1:pos:R:3:forces:R:3:nbo_charge:R:1 method="wB97M-V/def2-TZVPD" mol_weight_g_mol=77.0 charge=+1 homo_ev=-9.29 orbital_gap_ev=3.52 de_lowest_kcal_mol=64.7 energy_ha=-799.27448
C 0.609031 -0.175976 -0.045648 0.383 0.637 -0.061 -0.2207
O -0.056047 0.854243 -0.140166 1.235 -0.095 -0.056 -0.6563
H 0.235808 -1.210443 -0.010431 -1.700 0.140 -0.107 0.1575
Ca 2.818630 -0.078180 0.141516 1.240 0.348 0.082 1.6578
Li -1.892292 1.152853 -0.027113 -0.169 -0.682 0.008 0.8435
H -1.715132 -0.542495 0.081840 -0.989 -0.348 0.134 -0.7819

9
Properties=species:S:1:pos:R:3:forces:R:3:nbo_charge:R:1 method="wB97M-V/def2-TZVPD" smiles="O=[N+]([O-])CN(Cl)Cl" mol_weight_g_mol=144.9 homo_ev=-10.54 orbital_gap_ev=10.11 de_lowest_kcal_mol=14.0 energy_ha=-1219.47894
O -0.722778 -1.776866 -0.567354 -0.294 -1.461 -0.879 -0.3648
N -0.991626 -0.906425 0.208146 2.572 1.194 -1.716 0.5330
O -1.610195 -0.986347 1.205044 -1.571 -0.105 2.044 -0.3414
C -0.312711 0.415340 -0.130148 -0.193 0.541 1.559 -0.1600
N 1.181712 0.328536 0.387022 -2.590 -1.502 -1.761 -0.4175
Cl 2.102371 -0.738032 -0.715543 -0.390 0.330 0.439 0.1170
Cl 1.832810 1.862426 0.239891 0.394 1.424 0.022 0.1739
H -0.612344 0.705761 -1.159062 1.213 -0.545 0.274 0.2310
H -0.867242 1.095607 0.532000 0.858 0.123 0.018 0.2287

9
Properties=species:S:1:pos:R:3:forces:R:3:nbo_charge:R:1 method="wB97M-V/def2-TZVPD" mol_weight_g_mol=144.9 homo_ev="-9.66 / -10.20" orbital_gap_ev="7.67 / 8.65" de_lowest_kcal_mol=76.4 energy_ha=-1219.37952
C -0.289602 1.141067 0.373259 0.240 0.443 -0.144 -0.0914
N 0.242507 0.620250 -0.808587 0.554 1.310 -1.293 0.4177
N 0.321455 -1.549293 0.892604 1.615 1.073 0.147 -0.4653
O 1.327552 1.142881 -1.098242 0.380 -0.441 -0.052 -0.4011
O -0.319847 -0.157916 -1.547531 -1.165 0.242 -0.080 -0.3872
Cl 0.660588 -2.220367 -0.567706 0.289 -1.415 0.021 0.2779
Cl -1.072132 -2.024529 1.581006 -1.481 -0.730 0.426 0.2171
H 0.501232 1.819389 0.701204 -0.878 -0.178 0.859 0.2233
H -1.371753 1.228517 0.473993 0.447 -0.304 0.117 0.2091

9
Properties=species:S:1:pos:R:3:forces:R:3:nbo_charge:R:1 method="wB97M-V/def2-TZVPD" mol_weight_g_mol=144.9 homo_ev="-10.53 / -9.64" orbital_gap_ev="9.03 / 7.04" de_lowest_kcal_mol=80.1 energy_ha=-1219.37353
C -0.006129 -0.235182 -0.000703 1.914 1.414 0.280 -0.0258
N -2.643977 1.481851 -0.794149 0.269 0.677 1.630 -0.4330
N -1.136910 -0.921658 -0.068449 -3.283 -2.286 2.965 0.3547
O -1.831271 -1.169809 1.009480 2.326 0.477 -1.895 -0.4234
O -1.518741 -1.331261 -1.158494 0.588 -0.646 -0.438 -0.3952
Cl -2.996464 0.499125 -2.001406 -0.934 -0.248 -2.219 0.3135
Cl -3.444067 0.918713 0.596771 -0.370 0.840 0.153 0.1905
H 0.523516 0.046584 0.908578 -0.769 -0.331 -0.035 0.2169
H 0.405675 0.001748 -0.954015 0.259 0.105 -0.441 0.2018

7
Properties=species:S:1:pos:R:3:forces:R:3:nbo_charge:R:1 method="wB97M-V/def2-TZVPD" mol_weight_g_mol=116.9 homo_ev="-8.42 / -10.57" orbital_gap_ev="7.86 / 10.31" de_lowest_kcal_mol=150.3 energy_ha=-1109.94062
C -0.817186 -0.591474 1.278107 1.458 -1.036 0.271 -0.3229
O 0.813107 -0.101447 -1.308367 3.845 -0.144 0.861 -0.3166
O 0.808926 0.778860 -0.336260 -0.201 0.259 0.428 -0.1995
Cl -0.804036 -1.649353 -0.033887 -0.489 -1.183 0.278 0.0552
Cl -2.049273 0.546340 1.199700 -0.033 0.352 0.805 0.0849
H -0.178331 -0.973971 2.146977 -1.463 1.287 -1.092 0.2443
H 0.006073 -0.043685 -1.732404 -3.117 0.464 -1.551 0.4545